A structure of composition H4O2Rb. Source: the OMol25 dataset; level of theory: the ωB97M-V functional and the def2-TZVPD basis.

```
7
Properties=species:S:1:pos:R:3:forces:R:3
Rb 4.215740 2.729670 5.778650 0.02 0.01 0.04
O 2.689430 5.926000 3.192230 0.19 -0.32 0.36
H 2.871760 6.511550 2.457300 0.11 0.23 -0.18
H 1.916300 5.431970 2.919370 -0.28 -0.03 -0.12
O 4.876200 -0.847000 8.200490 -0.04 0.40 -0.27
H 4.835150 -1.124170 9.115770 0.01 -0.03 0.29
H 4.743680 -1.651970 7.699800 0.00 -0.26 -0.12
```
Positions in Å, forces in eV/Å.

**Energy**: -4809.8741 eV
**LUMO**: -4.10 eV
**Relative energy (zero: lowest compared OMol25 entry of this formula, charge and spin)**: 16.4 kcal/mol
**Charge**: +1
**Gap between HOMO and LUMO**: 0.392 hartree

The molecule C7H12N2O in a non-equilibrium geometry. Source: the OMol25 dataset; level of theory: the ωB97M-V functional and the def2-TZVPD basis.

```
22
Properties=species:S:1:pos:R:3:forces:R:3
H 1.333373 -2.468770 0.308369 0.02 0.28 -0.20
N 0.473727 -1.933084 0.239785 -0.58 -0.60 0.21
C 0.636356 -0.717856 -0.060910 4.29 0.81 0.35
C 2.214869 -0.173723 -0.184872 -1.31 -1.73 0.06
C 2.832645 0.413051 1.063086 -0.23 0.24 -0.23
O 2.860664 -0.506826 -1.145397 -0.15 0.41 0.07
N -0.258039 0.254950 -0.121573 -4.67 -0.60 -0.43
C 0.039459 1.586225 -0.603175 0.13 0.20 0.22
C -1.769055 -0.142247 -0.063848 2.06 1.08 0.02
C -2.617214 0.728091 0.465821 0.23 -0.15 0.23
C -2.178831 -1.426259 -0.698871 0.11 -0.28 0.13
H 2.543678 -0.177840 1.930914 -0.07 -0.02 0.01
H 3.917463 0.454627 0.976697 -0.07 -0.04 -0.11
H 2.445868 1.422040 1.204024 -0.03 0.08 0.13
H 0.890467 1.557835 -1.282776 0.01 0.11 0.00
H -0.822142 1.989952 -1.133601 0.08 -0.12 -0.04
H 0.254482 2.258631 0.232245 0.08 0.09 -0.09
H -3.663124 0.480918 0.564919 -0.09 -0.01 -0.25
H -2.304772 1.664465 0.896988 0.15 0.12 0.07
H -3.264509 -1.480942 -0.775486 0.02 0.16 0.00
H -1.746330 -1.510716 -1.694822 0.03 -0.04 -0.06
H -1.819036 -2.272521 -0.117516 -0.01 0.02 -0.10
```
Positions in Å, forces in eV/Å.

**Energy**: -12479.6361 eV
**LUMO**: 0.81 eV
**SMILES**: [H]/N=C(\C(C)=O)N(C)C(=C)C
**Relative energy (zero: lowest compared OMol25 entry of this formula, charge and spin)**: 44.4 kcal/mol
**Charge**: 0
**Gap between HOMO and LUMO**: 0.353 hartree